Entry 1:
This record from the Open Molecules 2025 dataset describes 2 unconnected molecules or ions with the total composition C5H6FNO at a distorted geometry. The level of theory is ωB97M-V/def2-TZVPD.

Structure (XYZ):
```
14
Properties=species:S:1:pos:R:3:forces:R:3:lowdin_charge:R:1
C 1.621 -0.676 -0.221 1.075 0.036 -1.271 -0.057
C 1.348 0.650 -0.332 -0.088 -3.387 0.121 -0.052
C 0.555 -1.512 0.240 0.592 -0.951 0.480 -0.135
C -0.024 1.084 -0.116 -1.274 2.830 2.462 -0.102
C -1.118 0.088 0.342 0.350 0.211 -3.577 -0.346
N -0.636 -1.185 0.545 -1.975 -0.606 0.907 0.126
O -2.189 0.567 0.975 2.517 1.588 -0.610 0.129
F -1.874 -0.094 -1.414 1.068 0.012 2.165 -0.340
H 2.501 -1.312 -0.596 -0.953 1.818 0.764 0.133
H 1.999 1.354 -0.758 0.986 0.866 -0.272 0.102
H 0.879 -2.569 0.397 -0.744 0.639 -0.051 0.126
H -0.005 1.969 0.639 -0.097 -1.267 -0.879 0.167
H -0.202 1.627 -1.036 -1.096 -0.130 -0.315 0.131
H -2.855 0.009 1.335 -0.361 -1.659 0.075 0.118
```
Forces are in eV/Å.

Properties
- 2S+1 = 1
- Kohn-Sham gap (Ha) = 0.3343
- ΔE to the lowest compared entry with this formula, charge and spin (kJ/mol) = 339.2
- E_HOMO (eV) = -9.76
- LUMO energy (Ha) = -0.0242
- total charge = 0

---

Entry 2:
This record from the Open Molecules 2025 dataset describes a molecular structure, C5H6GaO4 at a distorted geometry. The level of theory is ωB97M-V/def2-TZVPD.

Structure (XYZ):
```
16
Properties=species:S:1:pos:R:3:forces:R:3:lowdin_charge:R:1
O 0.150 1.226 0.209 0.127 1.146 -0.675 -0.112
O -1.452 -0.172 -0.440 0.901 0.382 -0.045 -0.026
C -2.514 -0.773 0.156 -0.598 -0.343 0.308 -0.232
C -3.772 -0.461 -0.155 0.341 -0.180 -0.143 0.035
C -0.292 0.020 0.333 -1.058 -3.594 2.114 -0.383
H -2.267 -1.535 0.902 -0.065 0.027 -0.357 0.122
H -0.437 -0.240 1.401 -0.557 0.240 -0.402 0.147
H -4.576 -1.122 0.162 0.173 0.392 0.236 0.055
H -4.009 0.390 -0.795 0.134 -0.397 -0.003 0.067
Ga 1.883 1.507 -0.132 2.018 0.622 -0.479 0.798
O 2.237 -0.176 -1.250 -0.100 0.387 0.374 -0.028
O 2.604 -0.081 0.928 -0.215 0.211 -0.289 -0.038
C 2.064 -0.676 -0.080 -0.514 -0.578 -0.106 -0.690
C 0.886 -1.507 0.159 -0.608 1.274 -0.459 0.064
H 0.898 -2.010 1.131 -0.212 0.203 -0.333 0.108
H 0.510 -2.093 -0.685 0.233 0.208 0.260 0.112
```
Forces are in eV/Å.

Properties
- 2S+1 = 2
- Kohn-Sham gap (spin up / spin down) (Ha) = 0.3611 / 0.2557
- E_HOMO (spin up / spin down) (eV) = -9.03 / -9.16
- LUMO energy (spin up / spin down) (Ha) = 0.0294 / -0.0810
- expectation value of S² = 0.75
- total charge = 0

---

Entry 3:
This record from the Open Molecules 2025 dataset describes a molecular structure, C5H6HgO3 at a distorted geometry. The level of theory is ωB97M-V/def2-TZVPD.

Structure (XYZ):
```
15
Properties=species:S:1:pos:R:3:forces:R:3:lowdin_charge:R:1
O 1.727 0.638 -0.541 -4.584 0.240 -1.100 -0.299
C 0.680 0.038 -0.411 1.202 0.975 -0.110 -0.629
O -0.463 0.454 -0.917 -1.039 0.004 -0.286 0.094
O 0.552 -1.083 0.270 -0.105 -0.742 0.316 0.039
C -0.826 -1.481 0.316 -0.042 -0.233 0.276 -0.049
C -1.516 -0.512 -0.658 0.338 -0.265 -0.679 -0.239
C -2.728 0.176 -0.103 1.582 -1.974 2.252 -0.165
C -2.639 1.147 0.847 -1.134 2.586 -3.460 -0.007
Hg 3.708 0.259 0.062 4.084 -0.742 1.215 0.472
H -1.179 -1.368 1.348 0.068 -0.018 -0.254 0.143
H -0.902 -2.526 0.001 0.042 0.222 0.096 0.140
H -1.743 -0.997 -1.615 0.087 0.087 0.166 0.159
H -3.631 -0.448 -0.016 -0.178 0.762 -1.325 0.124
H -3.296 1.706 -0.076 -0.523 -0.270 2.792 0.172
H -1.717 1.735 0.925 0.204 -0.633 0.101 0.044
```
Forces are in eV/Å.

Properties
- 2S+1 = 1
- Kohn-Sham gap (Ha) = 0.2422
- E_HOMO (eV) = -7.06
- LUMO energy (Ha) = -0.0173
- total charge = 0

---

Entry 4:
This record from the Open Molecules 2025 dataset describes a molecular structure, C5H6I2 at a distorted geometry. The level of theory is ωB97M-V/def2-TZVPD.

Structure (XYZ):
```
13
Properties=species:S:1:pos:R:3:forces:R:3:lowdin_charge:R:1
C -1.224 1.560 -0.778 0.026 -2.633 -2.042 -0.084
C -1.774 0.355 -0.473 -0.593 1.243 0.897 -0.809
C 0.086 1.153 -0.126 -1.106 1.599 2.672 -0.164
C -0.690 -0.055 0.451 -1.622 1.094 -0.494 -0.492
C -0.319 -1.433 0.711 2.898 -1.786 1.672 -0.131
I -3.580 -0.446 -1.115 0.335 -0.087 0.277 0.853
I -1.465 0.843 2.891 0.523 -0.551 -1.541 0.304
H -1.459 2.048 -1.721 0.064 0.888 0.626 0.111
H 0.836 0.893 -0.797 1.452 -0.476 -1.129 0.094
H 0.419 1.852 0.658 0.264 -0.320 -0.380 0.086
H 0.730 -1.520 1.143 -0.810 0.415 -0.923 0.113
H -0.436 -2.328 0.061 -0.330 1.295 -0.453 0.107
H -0.811 -1.681 1.611 -1.100 -0.683 0.818 0.013
```
Forces are in eV/Å.

Properties
- 2S+1 = 1
- Kohn-Sham gap (spin up / spin down) (Ha) = 0.2704 / 0.2705
- ΔE to the lowest compared entry with this formula, charge and spin (kJ/mol) = 167.5
- E_HOMO (spin up / spin down) (eV) = -8.83 / -8.83
- LUMO energy (spin up / spin down) (Ha) = -0.0542 / -0.0541
- total charge = 0

---

Entry 5:
This record from the Open Molecules 2025 dataset describes C5H6I2 in the gas phase at a distorted geometry. The level of theory is ωB97M-V/def2-TZVPD.

Structure (XYZ):
```
13
Properties=species:S:1:pos:R:3:forces:R:3:lowdin_charge:R:1
C 0.438 0.189 1.651 -0.523 1.220 -0.076 -0.131
C -0.044 0.300 0.250 -1.383 1.853 -0.596 -0.626
I -0.862 2.683 0.090 0.402 -1.587 0.097 0.446
C 0.837 0.153 -1.006 0.473 -0.923 -2.740 -0.186
C -0.248 -0.844 -1.450 -0.167 -0.360 -1.075 -0.133
C -1.046 -0.625 -0.428 0.047 0.610 1.936 -0.801
I -2.845 -1.478 0.208 0.515 0.451 -0.202 0.832
H 1.481 0.522 1.639 -0.356 0.306 0.626 0.091
H 0.430 -0.852 1.810 0.118 -1.516 0.747 0.066
H -0.262 0.696 2.389 1.217 -0.620 -0.885 0.093
H 1.904 -0.322 -1.036 -1.834 1.194 0.638 0.147
H 0.714 0.988 -1.770 0.835 -0.604 1.429 0.089
H -0.497 -1.410 -2.347 0.657 -0.024 0.099 0.113
```
Forces are in eV/Å.

Properties
- 2S+1 = 1
- Kohn-Sham gap (Ha) = 0.3118
- ΔE to the lowest compared entry with this formula, charge and spin (kJ/mol) = 93.2
- E_HOMO (eV) = -9.05
- LUMO energy (Ha) = -0.0207
- total charge = 0

---

Entry 6:
This record from the Open Molecules 2025 dataset describes a molecular structure, C5H6InO4 at a distorted geometry. The level of theory is ωB97M-V/def2-TZVPD.

Structure (XYZ):
```
16
Properties=species:S:1:pos:R:3:forces:R:3:lowdin_charge:R:1
O 0.353 -1.273 -0.500 1.297 1.156 -1.426 -0.060
O 1.778 0.413 -0.491 -0.776 -0.809 -0.366 0.050
C 2.519 1.191 0.375 0.042 0.900 0.288 -0.178
C 3.755 1.559 0.064 -0.345 0.106 -0.308 0.056
C 0.669 -0.177 -0.031 2.478 -0.539 2.580 -0.266
H 1.999 1.500 1.285 -0.012 0.118 -0.403 0.130
H 0.370 0.060 1.007 -0.154 0.414 -0.711 0.142
H 4.193 2.413 0.576 0.136 -0.641 0.303 0.069
H 4.285 1.128 -0.785 -0.299 0.297 0.063 0.076
In -1.556 -1.868 -0.186 -1.618 -4.190 -0.800 0.996
O -2.349 -0.132 -0.775 -1.080 0.796 -1.168 -0.175
O -1.873 -0.606 1.324 -0.618 0.374 2.140 -0.197
C -2.055 0.332 0.418 1.883 3.283 -0.054 -0.766
C -1.560 1.630 0.597 -0.475 -0.889 -0.091 0.017
H -1.417 2.004 1.612 0.100 -0.175 -0.365 0.053
H -1.414 2.298 -0.254 -0.560 -0.201 0.319 0.054
```
Forces are in eV/Å.

Properties
- 2S+1 = 2
- Kohn-Sham gap (spin up / spin down) (Ha) = 0.2733 / 0.2035
- ΔE to the lowest compared entry with this formula, charge and spin (kJ/mol) = 119.5
- E_HOMO (spin up / spin down) (eV) = -7.54 / -7.49
- LUMO energy (spin up / spin down) (Ha) = -0.0039 / -0.0718
- expectation value of S² = 0.75
- total charge = 0

---

Entry 7:
This record from the Open Molecules 2025 dataset describes a molecular structure, C5H6KLiO4 at a distorted geometry. The level of theory is ωB97M-V/def2-TZVPD.

Structure (XYZ):
```
17
Properties=species:S:1:pos:R:3:forces:R:3:lowdin_charge:R:1
O 2.741 1.181 -0.444 -0.638 -0.005 0.247 -0.015
C 1.720 1.015 0.229 2.124 -0.429 -0.708 -0.774
O 1.467 -0.064 0.854 -1.104 -0.987 0.795 -0.191
O 0.840 2.030 0.315 -0.702 0.712 0.221 0.054
C -0.178 1.943 1.245 -0.470 -0.154 -0.398 -0.232
C -1.428 2.327 0.956 0.877 0.576 0.620 0.070
K 4.146 -1.293 -0.147 -0.356 0.606 -0.039 0.976
H 0.145 1.622 2.239 -0.132 0.031 -0.139 0.123
H -1.626 2.899 0.047 -0.129 -0.645 0.056 0.090
H -2.162 2.348 1.764 0.155 -0.050 -0.329 0.077
Li -0.123 -0.600 1.603 0.370 0.345 -0.310 0.814
C -4.533 0.910 -0.601 -0.378 -0.750 -0.311 0.094
C -5.581 1.798 -1.000 -0.052 0.670 0.384 -0.355
O -6.533 2.085 -0.271 0.476 -0.323 -0.342 0.030
H -4.657 0.324 0.313 0.104 0.370 -0.153 0.068
H -5.471 2.295 -1.985 -0.094 -0.228 0.131 0.114
H -3.799 0.579 -1.337 -0.052 0.261 0.275 0.058
```
Forces are in eV/Å.

Properties
- 2S+1 = 2
- Kohn-Sham gap (spin up / spin down) (Ha) = 0.2991 / 0.2956
- ΔE to the lowest compared entry with this formula, charge and spin (kJ/mol) = 39.9
- E_HOMO (spin up / spin down) (eV) = -12.08 / -11.99
- LUMO energy (spin up / spin down) (Ha) = -0.1449 / -0.1449
- expectation value of S² = 0.77
- total charge = +1

---

Entry 8:
This record from the Open Molecules 2025 dataset describes a molecular structure, C5H6LiLuO4 at a distorted geometry. The level of theory is ωB97M-V/def2-TZVPD.

Structure (XYZ):
```
17
Properties=species:S:1:pos:R:3:forces:R:3:lowdin_charge:R:1
O -2.542 1.981 -1.777 -0.447 -0.030 0.825 0.063
C -2.208 1.351 -0.805 1.782 -0.231 -2.734 -0.595
O -2.622 1.167 0.327 -2.505 0.528 3.408 -0.191
O -0.916 0.595 -1.100 -1.093 0.996 -0.293 0.196
C -0.405 -0.131 -0.218 1.034 -0.779 0.954 0.010
C 0.869 -0.813 -0.421 -0.287 -0.026 -0.503 -0.085
Li -3.871 3.089 -2.452 0.144 0.192 -0.781 0.890
H -0.941 -0.236 0.739 0.224 -0.034 -0.293 0.169
H 1.294 -0.565 -1.399 -0.110 -0.051 0.158 0.159
H 0.565 -1.881 -0.455 0.122 0.008 0.131 0.184
Lu -4.349 1.869 1.933 1.339 -0.692 -0.901 2.008
C 1.853 -0.577 0.751 -0.181 1.105 0.452 -0.115
C 2.934 -1.623 0.834 0.526 -1.822 0.581 -0.240
O 3.264 -2.149 1.869 -0.467 0.952 -1.024 0.123
H 1.356 -0.503 1.725 0.044 -0.194 -0.137 0.130
H 3.361 -1.963 -0.137 0.061 0.264 0.194 0.150
H 2.358 0.390 0.588 -0.188 -0.187 -0.036 0.145
```
Forces are in eV/Å.

Properties
- 2S+1 = 2
- Kohn-Sham gap (spin up / spin down) (Ha) = 0.1425 / 0.1076
- ΔE to the lowest compared entry with this formula, charge and spin (kJ/mol) = 42.0
- E_HOMO (spin up / spin down) (eV) = -17.31 / -17.31
- LUMO energy (spin up / spin down) (Ha) = -0.4935 / -0.5284
- expectation value of S² = 0.75
- total charge = +3

---

Entry 9:
This record from the Open Molecules 2025 dataset describes a molecular structure, C5H6LiNaO4 at a distorted geometry. The level of theory is ωB97M-V/def2-TZVPD.

Structure (XYZ):
```
17
Properties=species:S:1:pos:R:3:forces:R:3:lowdin_charge:R:1
C 1.049 0.953 0.526 -0.292 0.045 -0.107 -0.439
C 1.658 -0.314 -0.096 0.316 -0.213 -0.010 -0.267
C 0.774 -1.524 0.045 0.027 0.086 0.154 -0.225
C 0.246 -2.213 -1.020 -1.265 -0.031 0.145 -0.493
O -0.687 -3.098 -1.004 0.702 0.335 -0.161 -0.225
O -0.212 1.248 0.023 -0.050 0.358 -0.614 -0.429
Na -1.424 3.086 -0.668 2.114 -0.111 -0.792 0.633
Li -1.239 -0.400 -0.276 0.447 0.215 0.471 0.657
H 1.762 1.791 0.377 0.049 -0.027 0.001 0.081
H 0.996 0.802 1.626 0.072 -0.038 -0.089 0.098
H 2.651 -0.474 0.367 -0.055 0.073 -0.042 0.086
H 1.841 -0.127 -1.168 -0.067 -0.014 0.190 0.096
H 0.500 -1.850 1.059 0.070 0.095 -0.300 0.096
H 0.569 -1.842 -2.024 0.192 -0.111 0.041 0.093
O -2.795 0.178 0.727 -0.336 1.138 0.744 -0.135
O -2.821 2.416 0.414 -2.045 -0.804 1.887 -0.193
C -2.869 1.367 1.092 0.120 -0.999 -1.517 -0.432
```
Forces are in eV/Å.

Properties
- 2S+1 = 2
- Kohn-Sham gap (spin up / spin down) (Ha) = 0.1598 / 0.1579
- ΔE to the lowest compared entry with this formula, charge and spin (kJ/mol) = 11.2
- E_HOMO (spin up / spin down) (eV) = -2.78 / -2.79
- LUMO energy (spin up / spin down) (Ha) = 0.0576 / 0.0556
- expectation value of S² = 0.75
- total charge = -1

---

Entry 10:
This record from the Open Molecules 2025 dataset describes a gas-phase ion, C5H6N (charge +1) at a distorted geometry. The level of theory is ωB97M-V/def2-TZVPD.

Structure (XYZ):
```
12
Properties=species:S:1:pos:R:3:forces:R:3:lowdin_charge:R:1
C -1.202 -1.518 0.120 -0.759 0.202 -0.065 0.236
C -0.989 -0.008 -0.079 0.297 -1.443 -0.322 -0.259
C 1.367 0.636 -0.239 0.635 -2.504 0.584 0.225
C -1.546 1.197 -0.279 1.194 0.862 0.155 0.195
C 0.315 -1.632 0.368 -0.601 1.306 0.428 -0.084
N 0.436 -0.242 -0.063 1.998 3.914 -0.618 -0.116
H 2.403 0.348 0.029 -0.663 0.268 -0.514 0.145
H 1.140 1.599 -0.651 -0.094 0.388 0.097 0.104
H -0.768 2.077 -0.533 -2.445 -1.877 0.683 0.138
H -2.625 1.379 -0.100 0.894 -0.030 -0.522 0.114
H 0.370 -1.571 1.460 0.083 -0.517 0.266 0.156
H 1.099 -2.265 -0.035 -0.539 -0.569 -0.172 0.146
```
Forces are in eV/Å.

Properties
- 2S+1 = 1
- Kohn-Sham gap (spin up / spin down) (Ha) = 0.2783 / 0.2744
- ΔE to the lowest compared entry with this formula, charge and spin (kJ/mol) = 620.6
- E_HOMO (spin up / spin down) (eV) = -14.07 / -13.97
- LUMO energy (spin up / spin down) (Ha) = -0.2386 / -0.2388
- total charge = +1

---

Entry 11:
This record from the Open Molecules 2025 dataset describes a molecular structure, C5H6N at a distorted geometry. The level of theory is ωB97M-V/def2-TZVPD.

Structure (XYZ):
```
12
Properties=species:S:1:pos:R:3:forces:R:3:lowdin_charge:R:1
C -1.566 0.111 0.509 0.057 1.369 0.300 -0.022
C -0.598 0.796 0.111 0.315 -1.729 0.505 0.145
C 1.907 -0.829 -0.590 -0.148 -2.369 2.267 0.114
C -2.724 -0.272 0.936 -3.184 -1.569 0.356 0.153
C 0.599 1.205 -0.555 2.119 1.374 2.151 -0.128
N 1.020 -0.065 -0.196 -2.456 -0.855 0.938 -0.003
H 2.682 -0.380 -1.089 2.198 0.440 -1.823 0.085
H 1.955 -1.872 -0.162 0.004 1.112 -0.850 0.137
H -3.521 -0.601 0.212 1.114 0.249 0.387 0.124
H -3.129 -0.418 1.971 1.093 0.629 -0.748 0.125
H 0.561 1.264 -1.556 -0.595 0.824 -3.730 0.111
H 1.266 1.957 -0.140 -0.516 0.526 0.245 0.161
```
Forces are in eV/Å.

Properties
- 2S+1 = 1
- Kohn-Sham gap (spin up / spin down) (Ha) = 0.3195 / 0.3195
- ΔE to the lowest compared entry with this formula, charge and spin (kJ/mol) = 547.6
- E_HOMO (spin up / spin down) (eV) = -14.71 / -14.71
- LUMO energy (spin up / spin down) (Ha) = -0.2210 / -0.2210
- total charge = +1

---

Entry 12:
This record from the Open Molecules 2025 dataset describes a gas-phase ion, C5H6N (charge +1) at a distorted geometry. The level of theory is ωB97M-V/def2-TZVPD.

Structure (XYZ):
```
12
Properties=species:S:1:pos:R:3:forces:R:3:lowdin_charge:R:1
C -2.188 0.953 -0.049 0.283 -0.973 1.014 0.208
C -1.253 0.191 0.075 -3.226 2.622 -1.426 -0.114
C -0.145 -0.576 -0.172 0.791 1.885 1.605 -0.298
C -0.187 -1.869 0.018 3.309 -1.868 -0.757 0.203
C 1.112 0.155 -0.083 0.056 -3.798 -0.800 -0.011
N 1.314 1.392 -0.062 -0.549 1.994 0.792 0.269
H -3.145 1.385 0.129 -0.001 0.421 -0.252 0.059
H 0.771 -2.389 0.024 -0.094 -0.097 -0.004 0.105
H -0.994 -2.522 0.044 -1.804 -0.499 0.309 0.095
H 1.925 -0.564 -0.081 0.674 0.601 0.013 0.160
H 2.227 1.765 0.098 0.746 0.106 -0.140 0.158
H 0.563 2.079 0.058 -0.185 -0.395 -0.355 0.166
```
Forces are in eV/Å.

Properties
- 2S+1 = 1
- Kohn-Sham gap (Ha) = 0.3168
- ΔE to the lowest compared entry with this formula, charge and spin (kJ/mol) = 286.7
- E_HOMO (eV) = -14.20
- LUMO energy (Ha) = -0.2050
- total charge = +1